Record 1
47
Properties=species:S:1:pos:R:3:nbo_charge:R:1 method="wB97M-V/def2-TZVPD" energy_ev=-27170.5690 largest_force_ev_per_a=1.54 relative_energy_kj_mol=108.7 charge=+1 e_homo_ha=-0.3774 gap_ev=5.23
C 0.33 2.13 -0.91 -0.260
C 0.24 2.75 0.46 -0.263
N 1.20 2.07 1.39 -0.399
C 0.86 0.62 1.47 -0.262
C 0.95 -0.01 0.10 -0.261
N 1.35 1.02 -0.92 -0.436
C 2.68 1.61 -0.52 -0.260
C 2.59 2.23 0.85 -0.262
H -0.63 1.69 -1.21 0.194
H 0.65 2.87 -1.66 0.197
H 0.51 3.81 0.43 0.206
H -0.77 2.63 0.89 0.207
H 1.57 0.14 2.17 0.207
H -0.16 0.54 1.87 0.207
H 1.70 -0.80 0.08 0.198
H -0.03 -0.41 -0.21 0.195
H 3.42 0.80 -0.54 0.196
H 2.93 2.37 -1.28 0.196
H 2.79 3.31 0.81 0.206
H 3.28 1.75 1.55 0.207
C 7.20 0.95 -6.98 -0.133
C 6.97 0.12 -5.87 -0.211
C 5.67 -0.06 -5.38 -0.159
C 4.57 0.60 -6.00 -0.093
C 3.21 0.45 -5.53 0.475
O 2.28 1.16 -6.24 -0.408
C 0.94 1.10 -5.91 0.423
C 0.52 0.31 -4.81 -0.197
C -0.86 0.30 -4.50 -0.117
C -1.76 1.03 -5.26 -0.209
C -1.30 1.81 -6.34 -0.120
C 0.05 1.86 -6.67 -0.274
C 1.50 -0.39 -4.09 0.048
C 2.83 -0.34 -4.45 -0.323
C 4.83 1.44 -7.11 -0.159
C 6.12 1.61 -7.59 -0.207
H 8.22 1.10 -7.36 0.239
H 7.80 -0.39 -5.39 0.239
H 5.49 -0.71 -4.53 0.218
H -1.17 -0.32 -3.66 0.236
H -2.82 1.00 -5.00 0.245
H -2.02 2.38 -6.92 0.244
H 0.41 2.45 -7.51 0.252
H 1.19 -1.00 -3.24 0.254
H 3.60 -0.89 -3.92 0.254
H 4.00 1.96 -7.60 0.235
H 6.28 2.27 -8.45 0.237



Record 2
14
Properties=species:S:1:pos:R:3:lowdin_spin:R:1 method="wB97M-V/def2-TZVPD" energy_ev=-15472.9747 largest_force_ev_per_a=4.25 multiplicity=2 charge=+1 e_homo_ha="-0.5949 / -0.5935" gap_ev="11.46 / 7.67"
O -0.59 -0.32 -0.63 0.540
Mg -1.06 0.20 1.19 -0.003
F -1.55 0.85 2.79 -0.001
C 1.89 1.60 -0.33 0.032
O 1.42 0.28 -0.56 0.373
C 0.43 0.11 -1.56 0.000
C 0.57 -1.19 -2.29 0.022
H 2.52 1.58 0.56 0.000
H 2.47 1.91 -1.21 0.019
H 1.05 2.30 -0.20 0.011
H 0.39 -2.10 -1.70 -0.001
H 0.31 1.02 -2.16 0.001
H 0.09 -0.70 -3.23 0.007
H 1.62 -1.31 -2.59 0.000



Record 3
25
Properties=species:S:1:pos:R:3:lowdin_spin:R:1 method="wB97M-V/def2-TZVPD" energy_ev=-9011.5134 largest_force_ev_per_a=3.91 relative_energy_kj_mol=492.5 multiplicity=2 charge=+1 e_homo_ha="-0.5046 / -0.5092" gap_ev="7.81 / 7.93"
C -1.63 -0.46 0.93 0.057
N -0.51 -1.41 0.81 0.709
C 0.72 -1.05 1.42 0.089
C 1.58 0.14 0.93 0.050
C 0.84 1.50 0.59 0.000
C 2.44 -0.16 -0.34 0.004
C -1.95 -0.02 -0.51 0.034
C -2.37 -1.11 -1.31 0.004
H -2.54 -0.96 1.31 0.017
H -1.52 0.42 1.56 -0.001
H 0.51 -0.82 2.49 0.028
H -0.14 1.73 -3.05 0.000
H 1.40 -1.90 1.50 0.001
H 2.28 0.37 1.78 0.001
H 0.12 1.66 1.39 0.000
H 1.63 2.27 0.55 0.000
H 0.38 1.40 -0.39 0.000
H 3.53 -0.06 -0.20 0.000
H 2.33 0.66 -1.06 0.001
H 2.25 -1.13 -0.79 0.001
H -2.09 1.02 -0.75 0.002
H -0.66 1.77 -2.51 0.000
H -1.19 -0.71 -1.31 0.003
H -2.18 -2.15 -1.05 -0.001
H -3.24 -1.01 -1.98 0.000